No. 1
Formula: C30H55GeN2O9Pm
Source: the Open Molecules 2025 dataset
Level of theory: ωB97M-V/def2-TZVPD

Results
**LUMO level (spin up / spin down)**: -2.498 / -7.423 eV
**Charge**: +1
**2S+1**: 6
**Gap between HOMO and LUMO (spin up / spin down)**: 7.1 / 2.1 eV
**Expectation value of S²**: 8.7609

Each line ends with the Löwdin charge.
Geometry (Å):
Pm (0.3440, -0.4446, -0.0543)  1.80
C (2.1632, -4.1276, -0.4168)  -0.01
C (3.0477, -2.9630, 0.0005)  -0.67
C (3.9650, -3.4183, 1.1334)  -0.03
C (3.8667, -2.4629, -1.1859)  -0.01
O (2.1809, -1.9077, 0.4957)  -0.39
Ge (3.1063, -0.3174, 1.1234)  1.25
O (1.4709, 0.0501, 2.0520)  -0.38
C (1.4435, 0.6181, 3.3810)  -0.66
C (0.6380, 1.9091, 3.3403)  -0.03
C (2.8502, 0.9191, 3.8898)  -0.06
C (0.7693, -0.3908, 4.2986)  -0.02
O (2.3148, 0.6045, -0.4164)  -0.42
C (2.9129, 1.7603, -1.0551)  -0.65
C (4.4095, 1.5295, -1.2252)  -0.03
C (2.2460, 1.9013, -2.4122)  0.00
C (2.6584, 2.9861, -0.1884)  -0.01
H (2.7751, -4.9240, -0.8423)  0.11
H (1.4468, -3.8077, -1.1724)  0.08
H (1.6264, -4.5367, 0.4418)  0.09
H (4.5433, -4.2905, 0.8218)  0.11
H (3.3741, -3.6888, 2.0116)  0.10
H (4.6704, -2.6344, 1.4173)  0.07
H (4.4554, -3.2783, -1.6100)  0.11
H (4.5632, -1.6798, -0.8715)  0.07
H (3.2155, -2.0568, -1.9608)  0.09
H (-0.4016, 1.7040, 3.0802)  0.07
H (0.6635, 2.4003, 4.3154)  0.10
H (1.0527, 2.5881, 2.5916)  0.08
H (3.3561, 1.6533, 3.2563)  0.08
H (3.4637, 0.0159, 3.9292)  0.08
H (2.7901, 1.3282, 4.8991)  0.11
H (-0.2324, -0.6190, 3.9305)  0.08
H (0.6889, 0.0066, 5.3133)  0.10
H (1.3519, -1.3149, 4.3334)  0.09
H (4.5918, 0.6002, -1.7698)  0.09
H (4.9187, 1.4759, -0.2612)  0.07
H (4.8476, 2.3514, -1.7934)  0.11
H (2.4423, 1.0194, -3.0254)  0.11
H (2.6280, 2.7805, -2.9344)  0.11
H (1.1641, 2.0057, -2.3033)  0.07
H (3.0958, 2.8496, 0.8045)  0.08
H (1.5869, 3.1577, -0.0702)  0.07
H (3.1094, 3.8706, -0.6415)  0.10
O (-1.0920, 0.7464, -4.1132)  0.08
C (-1.2602, 0.1986, -3.0500)  -0.61
O (-0.9197, 0.4978, -1.8757)  -0.18
C (-2.1156, -1.1959, -3.1407)  -0.10
C (-2.8650, -1.4144, -1.8170)  -0.25
C (-3.8864, -2.5401, -2.0020)  -0.08
C (-2.9640, -3.7820, -2.0677)  -0.09
C (-1.5821, -3.1402, -1.8940)  -0.26
O (-1.8501, -2.0426, -1.0025)  -0.15
C (-1.2419, -2.4089, -3.2019)  -0.09
C (0.3882, -2.0170, -3.1342)  -0.60
O (0.9467, -2.2140, -4.1798)  0.09
O (0.7320, -1.6103, -2.0069)  -0.17
H (-2.7423, -1.0730, -4.0177)  0.15
H (-3.2260, -0.5115, -1.3391)  0.14
H (-4.5576, -2.5836, -1.1457)  0.11
H (-4.4882, -2.3995, -2.8985)  0.12
H (-3.1544, -4.4733, -1.2479)  0.11
H (-3.0437, -4.3348, -3.0027)  0.12
H (-0.8080, -3.7822, -1.4875)  0.14
H (-1.3348, -2.9946, -4.1082)  0.15
N (-0.7180, 1.6562, 0.5012)  0.09
C (-1.1411, 2.6795, 0.1619)  -0.21
N (-1.6245, 3.7866, -0.3253)  -0.06
C (-2.3075, 4.7835, 0.5228)  -0.12
C (-3.7234, 5.0214, -0.0019)  -0.16
C (-3.7779, 4.9444, -1.5429)  -0.18
C (-2.4047, 5.1967, -2.1634)  -0.17
C (-1.4369, 4.0880, -1.7692)  -0.11
H (-1.7214, 5.7023, 0.5059)  0.13
H (-2.3122, 4.4196, 1.5474)  0.13
H (-4.0500, 6.0016, 0.3482)  0.11
H (-4.4027, 4.2866, 0.4308)  0.11
H (-4.5036, 5.6595, -1.9271)  0.11
H (-4.1210, 3.9538, -1.8524)  0.12
H (-2.0209, 6.1696, -1.8464)  0.12
H (-2.4633, 5.2204, -3.2510)  0.12
H (-0.4003, 4.3713, -1.9570)  0.12
H (-1.6478, 3.1784, -2.3323)  0.12
C (-0.6930, -3.6314, 3.0758)  -0.04
C (-0.7011, -3.0114, 1.6939)  -0.25
O (-1.1596, -1.6447, 1.6576)  -0.30
C (-2.5207, -1.5248, 2.0816)  -0.24
C (-3.0289, -0.1228, 1.8602)  -0.05
H (-0.1646, -4.5855, 3.0241)  0.09
H (-1.6967, -3.8322, 3.4484)  0.08
H (-0.1711, -2.9921, 3.7866)  0.07
H (-1.3232, -3.6024, 1.0164)  0.13
H (0.3153, -2.9785, 1.3093)  0.08
H (-2.5791, -1.7834, 3.1389)  0.12
H (-3.1173, -2.2494, 1.5182)  0.13
H (-2.4845, 0.5938, 2.4773)  0.06
H (-4.0854, -0.0786, 2.1278)  0.09
H (-2.9229, 0.1772, 0.8171)  0.06

=====

No. 2
Formula: C23H54BN2O8P2
Source: the Open Molecules 2025 dataset
Level of theory: ωB97M-V/def2-TZVPD

Results
**LUMO level**: -2.363 eV
**Charge**: +1
**2S+1**: 1
**Gap between HOMO and LUMO**: 8.8 eV

Each line ends with the Löwdin charge.
Geometry (Å):
C (1.3562, -3.1281, 3.1557)  -0.09
C (-0.0294, -2.7471, 2.6052)  -0.19
C (-0.5379, -1.4478, 3.2582)  -0.16
O (-0.5929, -0.3846, 2.2914)  -0.08
C (-0.1667, 0.8351, 2.7796)  -0.29
N (1.3245, 0.8721, 2.5912)  0.20
C (1.9931, 2.0657, 3.2228)  -0.22
B (3.2192, 2.6355, 2.3524)  -0.42
O (3.9406, 3.6517, 2.9498)  0.16
C (3.6290, 2.1299, 0.9171)  -0.10
C (3.9389, 0.6123, 0.7739)  -0.09
C (2.5459, 1.6015, 4.6114)  -0.29
C (3.9363, 0.9574, 4.4810)  -0.03
C (2.5045, 2.6825, 5.7096)  -0.19
C (1.2978, 2.4692, 6.6504)  -0.07
C (0.9229, 3.1684, 3.3409)  -0.13
O (0.0518, 3.2228, 2.2293)  -0.09
C (-0.7371, 2.0068, 1.9943)  -0.48
C (-0.7037, 1.8309, 0.4715)  -0.14
C (-1.7562, 0.8830, -0.1350)  -0.18
C (-1.1947, -0.3853, -0.8297)  -0.25
N (0.0075, -0.1994, -1.6513)  0.01
P (-2.4835, 2.3460, 2.5874)  0.95
C (-2.3045, 3.3216, 4.1239)  -0.25
O (-3.0216, 3.4227, 1.4589)  -0.27
H (1.4397, -2.9044, 4.2206)  0.07
H (2.1529, -2.5887, 2.6370)  0.07
H (1.5069, -4.2002, 3.0530)  0.08
H (-0.7194, -3.5391, 2.8846)  0.11
H (0.0203, -2.5727, 1.5333)  0.10
H (0.1693, -1.1948, 4.0588)  0.11
H (-1.5082, -1.5703, 3.7406)  0.14
H (-0.4137, 0.8701, 3.8451)  0.16
H (1.4732, 0.8315, 1.5791)  0.15
H (1.7502, 0.0178, 2.9581)  0.16
H (3.6267, 4.5279, 2.6925)  0.13
H (2.8711, 2.4068, 0.1749)  0.11
H (4.5338, 2.6706, 0.6404)  0.11
H (3.5595, 0.2541, -0.1841)  0.08
H (3.4670, -0.0217, 1.5279)  0.04
H (5.0032, 0.3975, 0.7959)  0.09
H (1.8862, 0.7922, 4.9568)  0.13
H (4.0126, 0.2735, 3.6327)  0.08
H (4.0788, 0.3346, 5.3665)  0.10
H (4.7361, 1.6946, 4.5014)  0.10
H (3.3903, 2.5252, 6.3255)  0.12
H (2.5580, 3.6940, 5.3181)  0.11
H (0.4543, 2.0842, 6.0688)  0.05
H (1.5412, 1.6809, 7.3602)  0.08
H (0.9642, 3.3830, 7.1340)  0.08
H (1.4417, 4.1244, 3.3759)  0.14
H (0.3568, 3.1054, 4.2703)  0.10
H (0.3136, 1.6178, 0.1258)  0.10
H (-0.9207, 2.8317, 0.0996)  0.12
H (-2.2832, 1.4382, -0.9119)  0.12
H (-2.4973, 0.5449, 0.5870)  0.09
H (-1.9805, -0.7435, -1.4957)  0.10
H (-1.0143, -1.1340, -0.0627)  0.09
H (0.8019, -0.1941, -1.0193)  0.05
H (0.0232, 0.7163, -2.0906)  0.08
H (-2.0145, 4.3608, 3.9541)  0.06
H (-3.3001, 3.3509, 4.5699)  0.04
H (-1.6589, 2.8298, 4.8510)  0.03
H (-3.7564, 3.9074, 1.8593)  0.07
O (-2.7676, -3.9156, -5.7088)  -0.21
P (-2.2516, -2.7493, -6.4415)  0.44
O (-3.2515, -2.3499, -7.6293)  -0.18
C (-4.5638, -1.8715, -7.3092)  -0.27
C (-4.5550, -0.5071, -6.6443)  -0.08
O (-0.9985, -3.2918, -7.3054)  -0.19
C (-0.5619, -4.6474, -7.2007)  -0.29
C (-1.2922, -5.5548, -8.1706)  -0.07
O (-1.5788, -1.3159, -6.1673)  -0.18
C (-1.0853, -1.0373, -4.8393)  -0.27
C (-0.0197, -2.0138, -4.3911)  -0.08
H (-5.0717, -2.6038, -6.6758)  0.11
H (-5.1036, -1.8185, -8.2529)  0.12
H (-4.0995, -0.5526, -5.6521)  0.06
H (-5.5738, -0.1373, -6.5265)  0.08
H (-3.9821, 0.2065, -7.2357)  0.08
H (-0.6694, -5.0045, -6.1762)  0.10
H (0.5064, -4.6480, -7.4223)  0.12
H (-2.3637, -5.3582, -8.1795)  0.07
H (-1.1255, -6.6033, -7.9218)  0.08
H (-0.9359, -5.3878, -9.1885)  0.08
H (-1.9245, -1.0414, -4.1362)  0.10
H (-0.6862, -0.0243, -4.8663)  0.12
H (-0.4143, -3.0310, -4.3133)  0.07
H (0.3595, -1.7259, -3.4151)  0.04
H (0.8047, -2.0411, -5.1046)  0.09

=====

No. 3
Formula: C3H7NO
Source: the Open Molecules 2025 dataset
Level of theory: ωB97M-V/def2-TZVPD

Results
**SMILES**: CN=C=O.C
**LUMO level**: 0.757 eV
**Charge**: 0
**Relative energy (zero: lowest compared OMol25 entry of this formula, charge and spin)**: 21.2 kcal/mol
**2S+1**: 1
**Gap between HOMO and LUMO**: 11.2 eV

Each line ends with the Löwdin charge.
Geometry (Å):
C (-1.9144, -0.0775, -0.1495)  -0.10
N (-1.0702, 0.0474, -1.3051)  0.07
C (-0.0694, -0.4189, -1.7747)  -0.36
O (0.9009, -0.7987, -2.3245)  0.13
H (-1.8994, -1.0952, 0.2527)  0.09
H (-2.9395, 0.1750, -0.4293)  0.08
H (-1.5887, 0.6166, 0.6317)  0.08
C (1.7124, 0.3115, 1.0211)  -0.04
H (1.4730, -0.2688, 0.1288)  -0.01
H (1.5777, 1.3756, 0.8124)  0.03
H (2.7538, 0.1202, 1.2878)  0.02
H (1.0637, 0.0128, 1.8486)  0.02

=====

No. 4
Formula: C6H16INO3S
Source: the Open Molecules 2025 dataset
Level of theory: ωB97M-V/def2-TZVPD

Results
**LUMO level**: -2.736 eV
**Charge**: 0
**2S+1**: 1
**Gap between HOMO and LUMO**: 3.4 eV

Each line ends with the Löwdin charge.
Geometry (Å):
C (2.8417, -0.8898, -3.2586)  -0.09
C (1.3495, -0.6367, -3.1770)  -0.32
N (1.0285, 0.5852, -2.3956)  -0.37
S (0.8801, 0.3199, -0.7315)  0.68
I (-0.6847, 2.2192, -0.1395)  0.66
C (2.4513, 1.0716, -0.1646)  -0.46
O (2.4429, 1.1033, 1.2281)  -0.20
O (2.8116, -0.2149, 1.6786)  -0.01
H (3.3432, -0.0687, -3.7730)  0.08
H (3.2946, -1.0055, -2.2719)  0.06
H (3.0331, -1.8113, -3.8091)  0.08
H (0.9463, -0.4488, -4.1734)  0.12
H (0.8265, -1.5100, -2.7739)  0.11
H (0.1442, 0.9834, -2.6988)  0.04
H (3.2651, 0.4659, -0.5624)  0.09
H (2.4958, 2.0969, -0.5280)  0.10
H (3.6767, -0.0253, 2.0741)  0.11
C (-1.9721, -0.5889, 1.8323)  -0.11
C (-3.2543, 0.2793, 1.9632)  -0.70
C (-4.1189, -0.2106, 3.1311)  -0.09
O (-3.8664, 0.2972, 0.7726)  -0.19
H (-2.2311, -1.6267, 1.6235)  0.07
H (-1.4891, -0.1529, 0.9682)  -0.06
H (-1.3328, -0.5331, 2.7179)  0.07
H (-2.8593, 1.3010, 2.2324)  0.11
H (-4.4502, -1.2316, 2.9290)  0.07
H (-4.9998, 0.4259, 3.2274)  0.07
H (-3.5726, -0.1942, 4.0790)  0.06

=====

No. 5
Formula: C27H22Cl2I2N4O3Pd
Source: the Open Molecules 2025 dataset
Level of theory: ωB97M-V/def2-TZVPD

Results
**LUMO level**: 3.674 eV
**Charge**: -2
**Relative energy (zero: lowest compared OMol25 entry of this formula, charge and spin)**: 23.7 kcal/mol
**2S+1**: 1
**Gap between HOMO and LUMO**: 5.0 eV

Each line ends with the Löwdin charge.
Geometry (Å):
Pd (0.3330, 0.0341, -0.9026)  0.63
Cl (-1.3449, 5.4429, 4.0447)  0.59
C (-1.2681, 4.0377, 2.9909)  -0.64
C (-2.0968, 2.9744, 3.2536)  -0.22
C (-2.0917, 1.8776, 2.4109)  -0.63
I (-3.4183, 0.2812, 2.7698)  0.83
C (-1.2842, 1.7454, 1.2453)  -0.46
O (-1.4258, 0.7802, 0.4460)  -0.17
C (-0.3213, 2.8506, 1.0812)  -0.14
N (0.6258, 2.6971, 0.1435)  0.11
C (1.4559, 3.6832, -0.1049)  -0.15
C (1.3824, 4.9233, 0.5454)  -0.08
C (0.4843, 5.0828, 1.5639)  -0.06
C (-0.3778, 4.0183, 1.9043)  -0.20
H (-2.7601, 3.0078, 4.1070)  0.08
H (2.2157, 3.4999, -0.8536)  0.09
H (2.0471, 5.7284, 0.2568)  0.09
H (0.4346, 6.0092, 2.1211)  0.07
Cl (4.2286, 2.1225, -3.4015)  0.55
C (2.6643, 1.3526, -3.1911)  -0.71
C (1.5112, 2.0148, -3.6498)  -0.18
C (0.3137, 1.3646, -3.4908)  -0.11
C (0.2856, 0.0434, -2.9705)  -0.32
N (1.4319, -0.5998, -2.5564)  -0.06
C (2.5842, 0.1102, -2.6131)  -0.23
H (1.5725, 3.0006, -4.0919)  0.08
H (-0.6126, 1.8332, -3.7995)  0.09
H (-0.5656, -0.5993, -3.1712)  0.08
H (3.4772, -0.3844, -2.2431)  0.09
C (2.3085, -5.7908, -5.8529)  -0.08
C (1.4649, -5.0882, -4.8172)  -0.29
C (1.9465, -4.8663, -3.5334)  -0.02
C (1.1593, -4.2652, -2.5564)  -0.21
C (1.7064, -3.9686, -1.1884)  -0.04
C (-0.1500, -3.9011, -2.8674)  -0.06
C (-0.6288, -4.0605, -4.1663)  -0.21
C (-2.0107, -3.5655, -4.5009)  -0.04
C (0.1796, -4.6595, -5.1256)  -0.03
C (-1.0917, -3.4693, -1.7398)  -0.68
O (-1.6488, -4.4070, -1.1427)  -0.01
O (-1.2027, -2.2331, -1.5151)  -0.07
H (3.3649, -5.7582, -5.5832)  0.06
H (2.1854, -5.3307, -6.8353)  0.07
H (2.0163, -6.8415, -5.9413)  0.07
H (2.9547, -5.1821, -3.2787)  0.10
H (2.7064, -4.3890, -1.0665)  0.07
H (1.0512, -4.3720, -0.4139)  0.08
H (1.7503, -2.8846, -1.0505)  0.06
H (-2.0365, -2.4752, -4.4439)  0.08
H (-2.7298, -3.9401, -3.7702)  0.08
H (-2.3229, -3.8652, -5.5031)  0.06
H (-0.1954, -4.7953, -6.1371)  0.10
I (0.4604, -2.4272, 5.1579)  0.73
C (0.3284, -1.9955, 3.1216)  -0.77
C (-0.6660, -2.3946, 2.2548)  -0.19
N (-0.3305, -1.9087, 1.0595)  0.00
N (0.8287, -1.2317, 1.0866)  0.00
C (1.2460, -1.2794, 2.3461)  -0.22
H (-1.5653, -2.9591, 2.4230)  0.11
H (-0.8275, -2.0092, 0.1317)  0.10
H (2.1730, -0.8293, 2.6599)  0.09

=====

No. 6
Formula: C10H40N12O10
Source: the Open Molecules 2025 dataset
Level of theory: ωB97M-V/def2-TZVPD

Results
**SMILES**: NC(N)=O.NC(N)=O.NC(N)=O.NC(N)=O.NC(N)=O.NC(N)=O.CO.CO.CO.CO
**LUMO level**: 0.122 eV
**Charge**: 0
**Relative energy (zero: lowest compared OMol25 entry of this formula, charge and spin)**: 38.2 kcal/mol
**2S+1**: 1
**Gap between HOMO and LUMO**: 9.4 eV

Each line ends with the Löwdin charge.
Geometry (Å):
N (-3.1487, -3.0644, 0.4496)  0.16
C (-2.9833, -4.1639, -0.3404)  -0.69
N (-3.4141, -3.9971, -1.6144)  0.16
O (-2.5825, -5.2245, 0.1270)  0.01
H (-2.7138, -3.0915, 1.3524)  0.09
H (-3.5840, -2.2058, 0.1353)  0.04
H (-3.2385, -4.7854, -2.2121)  0.11
H (-3.9056, -3.1752, -1.9061)  0.09
N (-1.2029, 4.7607, -2.1280)  0.14
C (-1.3949, 4.0850, -0.9446)  -0.66
N (-1.2784, 2.7458, -1.1523)  0.16
O (-1.6230, 4.6046, 0.1418)  0.02
H (-1.3093, 5.7590, -2.1846)  0.10
H (-1.3532, 4.2795, -2.9941)  0.09
H (-1.2361, 2.1623, -0.3323)  0.08
H (-0.8712, 2.4475, -2.0164)  0.10
N (4.9138, -2.8530, -1.6468)  0.16
C (4.0790, -3.4004, -0.7362)  -0.68
N (4.7031, -4.3203, 0.0481)  0.15
O (2.9188, -3.0387, -0.5411)  0.01
H (5.8468, -3.1871, -1.8058)  0.10
H (4.6633, -2.1465, -2.3144)  0.10
H (5.6802, -4.5075, -0.0448)  0.09
H (4.1107, -4.6200, 0.8046)  0.11
N (-3.2615, -0.2380, 2.9513)  0.14
C (-4.4544, -0.6923, 3.4918)  -0.67
N (-4.2078, -1.3995, 4.6365)  0.15
O (-5.5311, -0.5189, 2.9623)  0.04
H (-2.3543, -0.3609, 3.3508)  0.08
H (-3.4312, 0.3499, 2.1527)  0.09
H (-3.2695, -1.6613, 4.8599)  0.09
H (-4.9705, -1.7511, 5.1866)  0.10
N (-0.5838, -1.0577, -2.9776)  0.17
C (0.6023, -1.3402, -3.4980)  -0.70
N (1.5081, -1.3596, -2.4947)  0.16
O (0.8695, -1.6965, -4.6508)  0.00
H (-0.5428, -0.8524, -1.9928)  0.06
H (-1.3838, -0.9771, -3.5775)  0.11
H (2.4777, -1.5072, -2.6782)  0.08
H (1.1903, -1.0250, -1.5999)  0.05
N (1.3309, 1.7615, 3.2275)  0.18
C (0.8184, 2.5472, 2.2554)  -0.61
N (0.0360, 3.5642, 2.6921)  0.19
O (1.1170, 2.3684, 1.0682)  -0.02
H (1.1908, 2.0272, 4.1830)  0.10
H (2.0845, 1.1855, 2.8843)  0.11
H (-0.1638, 3.6126, 3.6733)  0.10
H (-0.2836, 4.3166, 2.1022)  0.10
C (3.7915, 0.1194, -0.0401)  -0.14
O (4.4694, 0.2333, 1.2207)  -0.11
H (4.5226, -0.3610, -0.6924)  0.07
H (2.8366, -0.3987, 0.0251)  0.05
H (3.6074, 1.0795, -0.5224)  0.08
H (4.6112, -0.6628, 1.5381)  0.07
C (3.0310, 4.3396, -1.3104)  -0.16
O (3.1581, 3.9576, 0.0520)  -0.14
H (3.7194, 5.1890, -1.3089)  0.08
H (3.3697, 3.5961, -2.0378)  0.07
H (2.0188, 4.6797, -1.5466)  0.07
H (2.5027, 3.2595, 0.2159)  0.02
C (-3.4899, -0.0175, -1.2038)  -0.12
O (-4.4159, -0.6270, -0.2909)  -0.16
H (-2.5903, -0.6282, -1.2342)  0.05
H (-4.0395, -0.0936, -2.1470)  0.09
H (-3.2735, 1.0282, -0.9939)  0.07
H (-4.9906, 0.0402, 0.0956)  0.09
C (0.0662, -0.8142, 0.7439)  -0.15
O (0.1183, 0.2930, -0.1363)  -0.18
H (0.5300, -1.7183, 0.3320)  0.08
H (0.6722, -0.6636, 1.6440)  0.08
H (-0.9463, -1.0473, 1.0765)  0.06
H (0.8574, 0.8584, 0.1679)  0.04

=====

Maximum force list, top to bottom, in eV/A: 5.55, 4.96, 0.73, 0.76, 0.95, 3.00